60
Properties=species:S:1:pos:R:3:lowdin_charge:R:1 method="wB97M-V/def2-TZVPD" e_tot_ev=-46752.933 gap_ev=11.023 lumo_ev=0.62 smiles="COC(=O)OC.COC(=O)OC.COC(=O)OC.COC(=O)OC.COC(=O)OC"
C 2.73 15.19 28.01 -0.044
O 3.49 14.63 29.09 -0.008
C 3.28 15.05 30.34 -0.624
O 2.33 15.72 30.66 0.120
O 4.28 14.57 31.07 0.007
C 4.13 14.59 32.49 -0.022
H 2.39 14.36 27.39 0.089
H 3.37 15.86 27.44 0.077
H 1.84 15.66 28.42 0.095
H 3.10 14.60 32.85 0.101
H 4.63 15.50 32.83 0.084
H 4.62 13.69 32.84 0.096
C 5.17 13.10 25.93 -0.009
O 5.59 13.07 24.55 -0.015
C 4.74 12.42 23.74 -0.629
O 3.65 11.99 24.00 0.135
O 5.38 12.28 22.58 -0.002
C 4.75 11.49 21.58 -0.044
H 5.98 13.60 26.44 0.099
H 5.11 12.06 26.25 0.103
H 4.19 13.58 26.01 0.077
H 4.47 10.50 21.93 0.097
H 5.47 11.42 20.78 0.092
H 3.86 11.96 21.17 0.098
C 3.18 18.36 33.30 -0.020
O 2.50 17.93 34.48 0.007
C 1.38 18.54 34.86 -0.626
O 0.85 19.40 34.20 0.113
O 0.88 17.98 35.93 0.030
C -0.34 18.46 36.45 -0.055
H 2.40 18.51 32.56 0.104
H 3.83 17.54 33.01 0.056
H 3.84 19.22 33.45 0.099
H -0.52 19.52 36.25 0.093
H -0.49 18.46 37.53 0.091
H -1.20 17.92 36.05 0.096
C 5.18 17.91 28.97 -0.005
O 5.17 17.71 30.38 0.001
C 5.88 18.44 31.24 -0.578
O 6.05 18.15 32.37 0.148
O 6.40 19.52 30.56 -0.029
C 7.16 20.44 31.31 -0.066
H 6.02 17.35 28.56 0.107
H 5.27 18.94 28.66 0.098
H 4.25 17.44 28.65 0.076
H 7.45 20.01 32.27 0.092
H 6.74 21.42 31.51 0.095
H 8.12 20.61 30.82 0.094
C 1.57 16.38 24.31 -0.035
O 2.58 15.93 23.44 0.010
C 3.82 16.37 23.60 -0.627
O 4.22 17.14 24.43 0.128
O 4.58 15.73 22.71 0.002
C 5.95 16.12 22.68 -0.041
H 1.76 16.15 25.36 0.083
H 0.59 16.15 23.88 0.099
H 1.52 17.48 24.27 0.098
H 6.40 15.57 21.85 0.096
H 6.53 16.01 23.59 0.097
H 6.02 17.18 22.40 0.096



88
Properties=species:S:1:pos:R:3:lowdin_charge:R:1 method="wB97M-V/def2-TZVPD" charge=-1 e_tot_ev=-104098.798 gap_ev=5.808 lumo_ev=1.54
N 3.30 -1.98 2.64 0.098
B 2.79 -2.55 1.34 -0.696
O 3.07 -1.96 0.08 0.006
P 1.64 -4.13 1.42 0.268
I 2.71 -5.24 -0.62 0.309
O 0.54 -5.50 1.52 -0.434
C -0.69 -5.01 2.06 -0.241
C -0.56 -3.58 2.77 -0.435
P -1.48 -2.21 1.87 0.352
O -2.75 -2.80 0.94 -0.236
O -0.52 -1.36 0.82 -0.220
S -2.28 -1.04 3.24 0.196
O 0.82 -3.31 2.76 -0.364
H 3.05 -1.00 2.71 0.035
H 4.30 -2.10 2.72 0.053
H 2.96 -1.02 0.21 0.020
H 0.83 -3.49 0.44 -0.030
H 2.45 -4.87 2.38 0.010
H -1.34 -4.92 1.17 0.083
H -1.04 -5.73 2.80 0.108
H -0.94 -3.75 3.78 0.107
H -2.48 -2.61 0.04 0.029
H 0.12 -0.83 1.30 0.059
C 0.92 -1.46 -4.57 -0.017
C 0.39 -2.74 -3.95 -0.321
C -1.05 -3.03 -4.29 -0.090
O -1.49 -3.76 -3.14 0.078
C -0.71 -3.37 -2.10 -0.540
O -0.92 -3.62 -0.96 0.118
O 0.34 -2.63 -2.53 0.084
H 1.98 -1.36 -4.36 0.079
H 0.77 -1.46 -5.65 0.091
H 0.42 -0.59 -4.14 0.079
H 1.04 -3.58 -4.21 0.162
H -1.16 -3.63 -5.19 0.143
H -1.67 -2.14 -4.38 0.112
C -5.68 0.20 1.71 -0.023
C -5.97 1.68 1.77 -0.333
C -6.10 2.23 3.16 -0.094
O -7.01 3.32 2.98 0.060
C -7.77 3.04 1.89 -0.571
O -8.74 3.64 1.58 0.156
O -7.27 1.97 1.22 0.080
H -5.51 -0.12 0.68 0.080
H -4.79 -0.04 2.30 0.025
H -6.52 -0.38 2.09 0.095
H -5.23 2.23 1.19 0.155
H -5.15 2.58 3.56 0.141
H -6.54 1.52 3.87 0.142
C -4.95 2.03 -2.98 -0.018
C -4.19 0.79 -3.39 -0.328
C -2.73 1.03 -3.69 -0.092
O -2.44 0.01 -4.66 0.029
C -3.61 -0.29 -5.29 -0.565
O -3.69 -0.95 -6.26 0.170
O -4.66 0.28 -4.64 0.092
H -5.97 1.77 -2.69 0.088
H -4.47 2.52 -2.14 0.089
H -5.02 2.73 -3.81 0.091
H -4.31 0.00 -2.64 0.160
H -2.10 0.92 -2.81 0.142
H -2.54 2.01 -4.15 0.140
C 5.06 3.06 -2.67 -0.022
C 4.51 1.82 -2.01 -0.324
C 3.07 1.52 -2.35 -0.089
O 2.62 0.84 -1.18 0.069
C 3.38 1.27 -0.14 -0.558
O 3.14 1.04 1.00 0.159
O 4.44 1.98 -0.58 0.096
H 6.12 3.17 -2.45 0.086
H 4.93 3.01 -3.76 0.090
H 4.57 3.95 -2.29 0.092
H 5.15 0.96 -2.22 0.165
H 2.97 0.88 -3.22 0.133
H 2.47 2.42 -2.49 0.141
C 3.57 3.00 4.00 -0.019
C 5.08 3.13 3.90 -0.329
C 5.81 2.82 5.18 -0.098
O 6.98 3.64 5.07 0.062
C 6.66 4.69 4.27 -0.569
O 7.34 5.65 4.13 0.158
O 5.47 4.49 3.66 0.085
H 3.12 3.15 3.02 0.077
H 3.29 2.01 4.36 0.095
H 3.16 3.76 4.66 0.091
H 5.45 2.52 3.07 0.159
H 6.08 1.77 5.26 0.140
H 5.25 3.12 6.08 0.139



50
Properties=species:S:1:pos:R:3:lowdin_charge:R:1 method="wB97M-V/def2-TZVPD" e_tot_ev=-31732.639 gap_ev=9.107 lumo_ev=0.71 smiles="CCCCCC(=O)NN[C@H]1CC(=O)N(c2cccc(OCC)c2)C1=O"
C 2.14 3.05 0.38 -0.102
C 3.15 2.48 -0.60 -0.259
C 3.24 0.95 -0.56 -0.220
C 3.76 0.40 0.78 -0.200
C 2.66 -0.10 1.71 -0.097
C 1.85 -1.28 1.25 -0.487
O 0.82 -1.64 1.81 0.060
N 2.35 -2.03 0.23 0.057
H 3.10 -1.73 -0.36 0.137
N 1.62 -3.14 -0.22 0.027
H 1.11 -3.48 0.61 0.128
C 0.62 -2.82 -1.26 -0.211
C -0.40 -3.94 -1.36 -0.014
C -1.62 -3.41 -0.61 -0.394
O -2.59 -4.03 -0.29 0.128
N -1.42 -2.05 -0.41 0.113
C -0.20 -1.60 -0.86 -0.366
O 0.17 -0.45 -0.90 0.104
C -2.36 -1.20 0.24 -0.168
C -2.94 -1.59 1.43 -0.009
C -3.83 -0.73 2.04 -0.063
C -4.11 0.51 1.50 -0.002
C -3.51 0.90 0.30 -0.256
C -2.65 0.03 -0.34 0.055
H -2.18 0.28 -1.28 0.111
O -3.85 2.14 -0.15 -0.047
C -3.19 2.68 -1.27 -0.242
C -1.75 3.10 -0.97 -0.063
H -1.32 3.59 -1.84 0.080
H -1.14 2.23 -0.73 0.051
H -1.73 3.78 -0.13 0.083
H -3.22 1.99 -2.12 0.118
H -3.78 3.57 -1.53 0.123
H -4.79 1.19 1.98 0.117
H -4.30 -1.02 2.97 0.107
H -2.70 -2.55 1.87 0.117
H -0.69 -4.14 -2.39 0.136
H -0.05 -4.87 -0.92 0.133
H 1.18 -2.63 -2.18 0.155
H 3.09 -0.38 2.68 0.129
H 1.94 0.70 1.90 0.117
H 4.48 -0.41 0.61 0.104
H 4.31 1.19 1.30 0.112
H 3.90 0.63 -1.37 0.108
H 2.24 0.55 -0.76 0.081
H 2.87 2.77 -1.62 0.104
H 4.14 2.90 -0.40 0.105
H 2.46 2.91 1.41 0.067
H 2.01 4.12 0.21 0.071
H 1.17 2.56 0.25 0.062



15
Properties=species:S:1:pos:R:3:lowdin_charge:R:1 method="wB97M-V/def2-TZVPD" e_tot_ev=-9301.674 gap_ev=10.036 lumo_ev=0.85
C 0.49 -1.76 0.36 -0.033
C -0.69 0.44 -0.48 -0.216
C -0.42 -0.58 0.52 -0.390
N 1.59 1.31 -0.33 0.020
C -1.75 1.17 -0.79 0.088
O 0.71 0.59 -1.20 -0.221
N -1.08 -0.29 1.60 0.142
H 2.50 0.90 -0.51 0.082
H 1.61 2.25 -0.73 0.081
H -0.75 -0.81 2.42 0.056
H 0.84 -1.86 -0.67 0.077
H 1.36 -1.64 1.01 0.086
H -0.04 -2.67 0.65 0.084
H -2.60 1.22 -0.12 0.074
H -1.77 1.73 -1.72 0.071